22
Properties=species:S:1:pos:R:3:nbo_charge:R:1 method="wB97M-V/def2-TZVPD" lumo_energy_ha=-0.127 total_charge=+1 spin_multiplicity=1
S 1.861 1.484 -1.490 1.54
O 0.192 1.181 -1.229 -0.70
O 2.627 0.377 -0.874 -0.94
N 0.657 -0.413 0.629 -0.54
N -1.431 0.245 0.539 -0.32
C -0.056 -1.037 1.727 0.18
C 1.757 1.226 -3.304 -0.88
C -0.248 0.290 -0.038 0.73
C 0.533 -1.945 2.702 -0.65
C -2.641 0.828 -0.027 -0.42
C -1.344 -0.665 1.499 -0.08
H 0.704 1.043 -3.558 0.27
H 0.879 -2.775 2.167 0.25
H -3.470 0.145 -0.322 0.25
H 2.224 1.774 -4.174 0.30
H -3.022 1.461 0.770 0.23
H 1.763 -0.399 0.343 0.52
H -2.143 -0.822 2.285 0.26
H 2.167 0.245 -3.344 0.26
H 1.431 -1.453 3.141 0.25
H -0.195 -2.196 3.461 0.25
H -2.244 1.407 -0.904 0.25

***

20
Properties=species:S:1:pos:R:3:nbo_charge:R:1 method="wB97M-V/def2-TZVPD" smiles="[O-]c1cc(=S)n([S-])n1-c1ccccc1" lumo_energy_ha=0.208 total_charge=-2 spin_multiplicity=1
S 4.865 -0.311 -0.415 -0.37
S 1.867 -2.090 0.782 -0.50
O 0.717 2.609 0.186 -0.74
N 1.918 -0.686 -0.189 -0.46
N 0.948 0.288 0.068 -0.33
C 1.442 1.598 0.123 0.61
C 3.363 0.296 -0.134 0.07
C 2.852 1.546 0.012 -0.53
C -1.382 0.753 0.549 -0.28
C -0.758 -1.286 -0.572 -0.26
C -0.378 -0.067 0.014 0.27
C -2.085 -1.661 -0.607 -0.23
C -2.705 0.369 0.493 -0.22
C -3.074 -0.843 -0.079 -0.30
H -3.466 1.024 0.910 0.18
H -1.105 1.697 0.989 0.24
H -2.359 -2.608 -1.064 0.18
H 3.452 2.443 0.030 0.20
H 0.004 -1.930 -0.978 0.26
H -4.117 -1.142 -0.115 0.18

***

5
Properties=species:S:1:pos:R:3:nbo_charge:R:1 method="wB97M-V/def2-TZVPD" lumo_energy_ha="-0.102 / -0.103" spin_multiplicity=1
P -1.196 -0.026 0.709 1.27
F -1.428 -0.039 2.277 -0.55
F 0.411 -0.109 -2.400 -0.44
O 1.050 0.182 -0.656 0.03
N 0.355 0.135 0.332 -0.31

***

8
Properties=species:S:1:pos:R:3:nbo_charge:R:1 method="wB97M-V/def2-TZVPD" lumo_energy_ha=-0.025 spin_multiplicity=1
S -0.739 0.518 -0.187 1.22
S -1.167 -1.691 0.462 -0.28
O -1.862 1.135 0.484 -0.90
O 2.388 -0.733 0.198 -0.41
C 1.714 0.105 0.578 0.70
C 0.788 0.912 0.929 -0.77
H -1.164 -1.231 1.704 0.13
H 0.531 1.631 1.705 0.30

***

15
Properties=species:S:1:pos:R:3:nbo_charge:R:1 method="wB97M-V/def2-TZVPD" lumo_energy_ha=0.148 total_charge=-1 spin_multiplicity=1
S 1.341 -1.363 0.309 -0.73
N -0.546 1.185 -1.106 -0.87
C -2.636 0.800 0.112 -0.62
C -1.941 0.806 -1.244 -0.21
C 2.295 -0.197 1.315 -0.74
H 2.709 0.598 0.688 0.17
H -2.670 1.791 0.569 0.19
H -3.623 0.342 0.021 0.19
H -2.385 1.552 -1.920 0.16
H -2.047 0.181 0.798 0.22
H 1.732 0.336 2.099 0.16
H -2.085 -0.194 -1.655 0.15
H -0.118 0.634 -0.356 0.40
H 3.120 -0.639 1.887 0.17
H -0.055 0.861 -1.933 0.35

***

53
Properties=species:S:1:pos:R:3:nbo_charge:R:1 method="wB97M-V/def2-TZVPD" smiles="CCN(CC)S(=O)(=O)c1ccc(N2CCCC2)c(NS(=O)(=O)c2cccs2)c1" lumo_energy_ha=0.020 spin_multiplicity=1
S 1.312 -3.066 0.114 0.52
S 1.318 0.540 -2.472 2.35
S -1.591 -3.096 0.884 2.32
O 0.531 -0.297 -3.336 -0.96
O -2.743 -3.868 0.533 -0.93
O -0.986 -3.300 2.163 -0.93
O 2.744 0.378 -2.472 -0.95
N 0.990 2.108 -2.873 -0.70
N -0.648 -0.429 3.049 -0.39
N -2.077 -1.472 0.774 -0.85
C -0.507 -0.285 -0.620 -0.20
C -0.332 -3.255 -0.347 -0.58
C -0.487 -3.352 -1.697 -0.20
C 0.214 -0.355 4.213 -0.21
C 0.745 -3.286 -2.380 -0.25
C 1.546 0.540 0.283 -0.16
C 1.797 -3.126 -1.534 -0.39
C -0.344 2.431 -3.320 -0.21
C -2.053 -0.418 4.919 -0.41
C -2.021 -0.712 3.422 -0.21
C 1.908 3.147 -2.487 -0.22
C -0.662 -0.866 5.353 -0.41
C 1.537 3.849 -1.179 -0.63
C -0.960 -0.608 0.647 0.09
C -0.415 2.507 -4.843 -0.61
C 1.083 0.290 1.555 -0.27
C 0.731 0.295 -0.809 -0.41
C -0.197 -0.262 1.791 0.21
H -2.260 -1.762 3.233 0.22
H 0.519 0.684 4.398 0.18
H -1.444 -3.476 -2.169 0.24
H -2.851 -0.956 5.426 0.22
H 0.602 4.394 -1.280 0.20
H 1.723 0.506 2.393 0.22
H -1.427 2.745 -5.161 0.21
H -1.090 -0.548 -1.490 0.24
H -2.179 0.651 5.097 0.20
H 2.876 2.655 -2.387 0.24
H 1.974 3.882 -3.296 0.19
H 0.838 -3.330 -3.449 0.24
H 1.107 -0.968 4.072 0.21
H -0.623 -1.955 5.388 0.21
H -0.362 -0.465 6.319 0.22
H 2.834 -3.030 -1.785 0.25
H 1.429 3.125 -0.375 0.21
H 0.261 3.270 -5.218 0.20
H -0.662 3.378 -2.873 0.19
H -2.723 -1.401 -0.001 0.41
H -1.010 1.641 -2.967 0.21
H 2.318 4.557 -0.913 0.22
H -2.705 -0.085 2.848 0.20
H -0.125 1.546 -5.258 0.23
H 2.544 0.913 0.116 0.24

***

8
Properties=species:S:1:pos:R:3:nbo_charge:R:1 method="wB97M-V/def2-TZVPD" lumo_energy_ha="0.131 / 0.131" total_charge=-1 spin_multiplicity=1
S -0.594 3.029 0.150 -0.04
S 1.199 0.652 0.066 0.31
O 0.043 -1.151 -0.090 -0.75
N -1.791 0.122 -0.048 -0.56
C -0.200 1.528 0.095 -0.35
C -1.183 -1.046 -0.092 0.35
H -1.752 -1.949 0.070 0.12
H 2.201 1.991 0.265 -0.10

***

61
Properties=species:S:1:pos:R:3:nbo_charge:R:1 method="wB97M-V/def2-TZVPD" lumo_energy_ha=-0.139 total_charge=+1 spin_multiplicity=1
Cl 0.589 1.782 2.647 -0.28
P 2.492 0.665 7.388 2.39
P -4.551 -0.452 -6.116 2.37
P 2.649 2.030 0.018 1.65
P 0.228 -0.084 1.827 1.15
P -0.808 -2.250 -0.294 1.26
O 1.026 0.893 8.149 -0.81
O -4.096 0.907 -6.983 -0.80
O 1.283 -1.066 2.587 -0.97
O 4.023 0.814 6.680 -0.66
O -0.092 -3.723 -0.319 -0.96
O 2.018 -0.299 6.327 -1.08
O 3.143 -0.060 8.684 -0.80
O -5.034 -1.965 -5.562 -0.68
O -3.128 -0.555 -5.318 -0.80
O 2.762 2.278 -4.562 -0.44
O -5.605 0.263 -5.315 -1.04
O 3.716 1.527 0.883 -1.04
O 2.055 1.138 -4.110 -0.27
N 0.423 -1.041 -0.763 -0.57
N 1.776 0.657 -0.645 -0.62
C 0.186 -0.252 8.276 -0.23
C -1.917 -0.568 -6.086 -0.25
C 3.044 0.568 9.973 -0.25
C 1.870 0.110 -1.933 0.15
C 2.789 0.646 -2.990 -0.13
C 4.104 1.704 5.573 -0.27
C -1.993 -2.138 -1.718 -0.98
C 1.029 -0.935 -2.012 -0.04
C 0.891 -0.098 0.044 0.16
C -4.056 2.141 -6.270 -0.23
C -6.145 -2.575 -6.244 -0.28
H -7.032 -1.946 -6.162 0.20
H 3.409 1.380 4.794 0.18
H 2.769 1.620 9.900 0.18
H -1.254 -1.332 -5.681 0.18
H 3.495 -0.118 -3.334 0.22
H -2.998 -2.085 -1.309 0.27
H 1.637 -0.582 3.357 0.54
H 5.119 1.693 5.183 0.21
H -5.058 2.545 -6.156 0.21
H -3.462 2.831 -6.871 0.19
H 4.008 0.490 10.471 0.20
H 3.174 2.036 -5.405 0.47
H -0.554 -0.014 9.040 0.19
H -3.585 2.017 -5.294 0.18
H 0.836 -1.591 -2.844 0.26
H -2.096 -0.783 -7.139 0.19
H -0.761 -4.352 -0.012 0.52
H -1.799 -3.018 -2.340 0.25
H 0.757 -1.126 8.588 0.19
H -0.328 -0.453 7.339 0.20
H 1.712 2.876 0.628 -0.03
H -6.341 -3.534 -5.771 0.20
H 2.294 0.048 10.568 0.19
H -1.428 0.403 -6.005 0.19
H 3.382 1.468 -2.592 0.22
H -1.738 -1.256 -2.313 0.25
H -5.907 -2.744 -7.293 0.18
H 3.221 2.746 -1.053 -0.04
H 3.858 2.718 5.890 0.17

***

69
Properties=species:S:1:pos:R:3:nbo_charge:R:1 method="wB97M-V/def2-TZVPD" lumo_energy_ha=-0.115 total_charge=+1 spin_multiplicity=1
Hf 0.428 1.087 0.293 2.03
S -2.147 1.528 1.154 -0.23
S -0.838 3.683 3.602 0.34
S 0.264 3.544 0.797 -0.22
S 3.145 2.911 2.150 0.11
S 1.804 3.256 4.842 0.35
S 0.308 -1.572 0.096 2.26
O 1.730 -1.458 0.301 -0.90
O -0.440 3.493 6.198 -0.55
O 2.369 1.142 0.245 -0.85
O -0.474 -1.054 1.219 -0.93
N 1.312 0.783 2.192 -0.81
N 0.062 -0.027 3.931 -0.74
N 3.638 0.220 1.993 -0.41
N -4.000 0.680 -0.685 -0.34
N -0.155 -0.511 -1.017 -1.07
N 0.269 1.923 -1.920 -0.56
N -4.807 1.176 1.271 -0.51
C -0.823 -5.872 -0.771 -0.17
C 0.307 -0.426 -2.314 0.21
C 2.443 -0.377 3.946 -0.44
C 0.416 0.908 -2.817 0.13
C 3.589 -0.330 3.209 0.18
C -5.866 0.801 0.487 -0.06
C 4.840 0.288 1.205 -0.40
C 1.258 0.127 3.349 0.55
C -1.820 -4.920 -0.615 -0.19
C 2.563 1.044 1.560 0.60
C 1.736 3.297 3.087 -0.42
C 0.658 2.474 -4.646 -0.08
C -0.151 -3.258 -0.242 -0.27
C -3.662 1.101 0.556 0.29
C 0.534 -1.485 -3.167 -0.24
C 0.810 -1.249 -4.520 -0.18
C 0.524 3.461 2.514 -0.36
C -5.362 0.493 -0.730 -0.07
C 0.312 3.163 -2.377 0.13
C 0.071 3.488 5.122 0.20
C -3.082 0.531 -1.780 -0.42
C 0.839 0.019 -5.041 -0.19
C 0.639 1.133 -4.201 -0.08
C 0.853 -4.197 -0.392 -0.19
C 0.511 -5.514 -0.652 -0.20
C -1.487 -3.601 -0.349 -0.21
C 0.489 3.482 -3.732 -0.26
H -1.087 -6.898 -0.977 0.23
H -0.022 -0.595 4.757 0.41
H 0.490 4.521 -4.026 0.24
H -2.241 -2.844 -0.199 0.23
H -4.845 1.525 2.215 0.45
H 5.111 1.338 1.074 0.22
H 1.284 -6.259 -0.753 0.23
H 0.975 -2.099 -5.161 0.23
H -2.857 -5.204 -0.700 0.23
H 0.798 2.687 -5.697 0.23
H -5.849 0.161 -1.621 0.24
H -2.104 0.243 -1.382 0.26
H -0.776 0.241 3.432 0.43
H -2.974 1.473 -2.325 0.22
H -3.434 -0.242 -2.462 0.22
H 0.472 -2.495 -2.788 0.22
H 5.641 -0.239 1.715 0.22
H 2.428 -0.816 4.926 0.24
H 1.878 -3.877 -0.286 0.25
H -6.868 0.777 0.860 0.25
H 1.023 0.181 -6.091 0.23
H 0.188 3.959 -1.653 0.23
H 4.510 -0.767 3.565 0.22
H 4.650 -0.152 0.226 0.23

***

15
Properties=species:S:1:pos:R:3:nbo_charge:R:1 method="wB97M-V/def2-TZVPD" smiles=C[C@@]1(CC#N)CN1 lumo_energy_ha=0.032 spin_multiplicity=1
N 2.735 1.288 1.043 -0.33
N -0.899 -1.351 -0.604 -0.58
C 1.250 -0.106 -0.615 -0.51
C 2.092 0.671 0.305 0.29
C -0.196 -0.161 -0.137 0.08
C -0.570 -1.231 0.816 -0.25
C -0.932 1.173 -0.110 -0.63
H -1.719 1.198 -0.873 0.22
H 1.307 0.350 -1.611 0.25
H -1.367 -1.012 1.524 0.20
H -0.254 2.005 -0.321 0.23
H 1.652 -1.122 -0.693 0.26
H -1.880 -1.134 -0.761 0.35
H 0.175 -1.938 1.176 0.20
H -1.393 1.370 0.861 0.23

***

196
Properties=species:S:1:pos:R:3:mulliken_charge:R:1 method="wB97M-V/def2-TZVPD" lumo_energy_ha=0.011 spin_multiplicity=1
O -2.168 4.357 6.127 -0.65
O -1.632 -2.334 -5.656 -0.49
O -3.688 -3.276 2.157 -0.81
O 1.074 0.631 -0.105 -1.11
O 1.138 2.624 3.176 -0.33
O 4.313 6.595 -5.321 -0.57
O 4.485 0.603 -3.133 -0.76
O 4.597 1.704 3.205 -0.63
O 0.864 -0.582 -6.232 -0.70
O -1.680 -7.614 -4.107 -0.63
O -2.388 -1.388 6.132 -0.62
O 1.423 -2.825 -1.992 0.95
O -0.938 -3.406 1.928 -0.44
O -0.887 4.026 2.006 0.15
O 1.068 1.918 -2.604 1.25
O -5.541 -0.511 0.722 -0.89
O -6.692 2.304 1.724 -0.56
O 4.694 -0.794 1.734 -0.79
O 2.055 -5.576 -0.246 -0.50
N 4.307 -5.366 -0.220 -0.64
N -0.395 0.674 1.641 1.79
N 3.624 -0.324 -1.250 -0.22
N 2.315 1.641 4.828 -0.10
N -5.358 -3.523 0.680 -0.26
N 3.627 1.883 -1.529 -0.14
N 2.563 0.472 -5.372 0.00
N -4.218 0.877 -0.491 -0.20
N 2.829 -0.768 -7.210 -0.42
N -0.079 -1.315 0.281 1.95
N -2.405 5.369 4.079 -0.27
N -4.625 -5.340 1.881 -0.37
N 3.418 -6.052 1.583 -0.29
N 0.279 2.874 5.369 -0.16
N -3.340 -1.144 0.259 1.03
N -3.780 5.876 5.749 -0.50
C -5.979 2.973 2.740 0.47
C 3.109 -5.701 0.317 0.39
C -0.322 2.064 -2.931 1.72
C -2.719 5.134 5.391 0.68
C 4.854 2.962 2.513 1.47
C -3.991 -2.107 -4.980 -1.33
C 0.239 0.037 0.586 0.22
C -2.012 0.658 4.603 -0.06
C 2.055 -0.297 -6.291 0.63
C -2.259 -6.546 -3.334 1.57
C -2.861 -7.086 -1.998 -1.28
C 0.838 5.796 1.982 -1.33
C 0.912 -3.934 -4.136 -1.58
C -0.617 -4.394 0.948 1.12
C -4.506 2.795 2.548 -0.11
C -1.432 -0.577 5.383 -0.12
C 1.225 2.409 4.389 0.20
C 4.625 4.014 3.569 -1.53
C 3.086 -2.640 2.118 -0.86
C 4.089 6.600 -2.955 -1.23
C 3.959 0.697 -2.036 0.56
C 3.697 -1.373 2.656 2.24
C -0.638 -1.375 4.389 0.13
C -3.397 -5.807 -4.075 -1.20
C -6.353 4.491 2.547 -1.31
C -2.524 -1.608 -4.885 0.06
C 3.188 -3.150 -3.628 -1.89
C -0.978 5.855 0.358 -1.69
C 4.276 5.683 -4.132 0.71
C 3.155 4.726 -4.333 -0.87
C -1.117 2.707 -1.783 -0.45
C 4.473 -1.531 3.937 -1.86
C -0.389 2.853 -4.169 -1.66
C -0.718 -5.776 1.508 -1.45
C -0.137 4.937 1.224 1.68
C -4.536 -4.020 1.591 0.33
C -4.442 -0.324 0.175 0.64
C 1.697 -2.876 -3.388 1.21
C 6.236 3.099 1.900 -1.48
C -2.057 -1.678 -3.357 -0.03
C -1.474 -4.211 -0.330 1.48
H 3.313 4.080 -5.253 0.29
H 0.449 -4.258 0.682 -0.87
H 1.266 -4.894 -3.771 0.44
H -4.117 -6.619 -4.354 0.31
H 1.466 6.443 1.354 0.48
H -1.483 -3.149 -0.635 -0.93
H 3.376 7.449 -3.145 0.33
H 3.430 -4.197 -3.389 0.43
H -0.953 -1.652 -3.418 -0.52
H 3.478 -1.153 -1.807 -0.09
H -0.641 3.620 -1.518 0.09
H -3.566 -7.905 -2.151 0.40
H 3.767 -1.895 4.705 0.35
H 1.482 -1.854 -3.689 0.00
H -1.177 -4.884 -1.122 0.04
H 4.118 3.236 1.763 -0.36
H -3.790 6.888 5.614 0.26
H -3.036 -5.453 -5.050 0.34
H -3.939 3.117 3.393 -0.08
H -2.989 -1.774 5.491 0.35
H -3.439 -6.240 -1.620 0.21
H -5.008 1.459 -0.474 0.32
H -1.254 -7.149 -4.845 0.39
H -1.603 5.322 -0.354 0.34
H 4.637 1.005 2.512 0.29
H -7.389 4.621 2.874 0.40
H -3.326 1.330 -0.460 0.05
H 3.347 1.983 -0.581 -0.04
H -4.232 1.723 2.481 -0.26
H -5.537 -5.740 1.901 0.23
H -6.192 4.919 1.552 0.33
H -1.876 -3.527 2.156 0.23
H 3.598 2.659 -2.139 0.02
H -0.624 3.325 5.049 -0.17
H -6.386 1.407 1.734 0.25
H -0.193 3.521 2.465 -0.44
H 2.983 -0.578 2.909 -0.83
H -3.901 -5.030 -3.469 0.29
H 4.283 -0.683 0.842 0.35
H 4.434 5.940 -6.026 0.30
H 0.363 2.456 -4.884 0.24
H -1.338 2.808 -4.674 0.44
H 4.054 -4.999 -1.147 0.21
H -2.130 -7.302 -1.217 0.26
H -0.297 -2.349 4.769 0.38
H 2.915 4.032 -3.527 -0.14
H -1.345 0.390 1.880 -0.40
H -0.517 -1.963 0.987 -0.51
H -0.188 -3.949 -4.175 -0.13
H 6.149 3.935 1.203 0.42
H 2.729 -6.482 2.202 0.23
H -0.199 -5.940 2.420 0.44
H 5.000 6.979 -2.560 0.35
H -1.791 -5.911 1.816 0.01
H -5.430 -2.504 0.693 0.04
H -3.958 -5.661 2.558 0.29
H 3.839 -0.713 -7.311 0.17
H 6.965 3.326 2.724 0.34
H -6.332 2.562 3.692 0.31
H 5.223 5.100 -4.087 0.24
H 2.752 -0.135 -0.758 0.23
H -1.128 -1.580 3.444 -0.31
H 4.746 5.002 3.083 0.42
H 2.672 1.684 5.790 0.24
H 2.433 -3.002 2.925 0.33
H 5.277 -2.260 3.768 0.42
H -6.209 -4.073 0.487 0.22
H 1.885 -3.541 -1.466 -0.48
H 0.414 4.298 0.514 -0.45
H 4.370 -6.393 1.757 0.25
H -3.917 5.760 6.789 0.32
H -1.637 6.578 0.866 0.39
H -1.463 -5.854 -3.017 -0.56
H 3.871 -3.375 1.896 0.15
H -2.521 -4.529 -0.069 -0.33
H 4.862 -4.614 0.198 0.35
H 3.530 6.000 -2.237 0.21
H -4.529 -1.478 -4.269 0.33
H 2.468 -2.619 1.206 0.01
H -5.639 4.995 3.210 0.28
H -1.807 4.781 3.562 0.22
H -2.377 -0.804 -2.815 0.46
H -0.292 3.903 -3.911 0.36
H 1.570 5.151 2.492 0.05
H -2.608 1.278 5.258 0.38
H 1.290 -3.893 -5.132 0.59
H -0.796 1.071 -3.100 -0.90
H -3.244 5.465 3.496 0.24
H -0.712 -0.238 6.154 0.34
H 0.230 -0.772 4.149 -0.21
H 3.609 4.147 3.922 0.28
H 2.307 -1.369 -7.856 0.26
H 2.234 5.320 -4.491 0.32
H -3.364 -1.913 0.913 -0.10
H -4.381 -1.958 -5.957 0.46
H -0.457 -6.562 0.770 0.33
H -2.623 0.215 3.811 -0.03
H 3.562 0.495 -5.289 0.14
H -2.179 2.855 -2.111 0.56
H -2.654 -0.998 -0.440 -0.58
H -0.965 2.061 -0.914 -0.53
H -0.373 6.595 -0.223 0.35
H -1.258 1.219 4.094 -0.17
H 1.956 1.051 -4.776 -0.37
H -0.121 1.637 1.868 -0.85
H 4.859 -0.586 4.290 0.34
H -2.220 -2.603 -2.843 0.23
H 0.348 6.315 2.847 0.23
H -2.500 -0.572 -5.196 0.36
H 3.076 1.608 4.151 0.15
H 3.845 -2.648 -2.943 0.45
H 6.650 2.230 1.402 0.37
H 1.111 1.352 -1.794 -0.27
H 0.464 2.597 6.314 0.18
H -1.014 -1.709 -6.068 0.33
H -4.109 -3.182 -4.715 0.10
H 5.298 3.925 4.462 0.34
H -4.119 3.363 1.701 0.19
H 0.360 -1.725 -0.560 -0.85
H 3.572 -2.959 -4.632 0.31

***

23
Properties=species:S:1:pos:R:3:nbo_charge:R:1 method="wB97M-V/def2-TZVPD" smiles=Cc1ccccc1.CC lumo_energy_ha=0.037 spin_multiplicity=1
C -1.890 0.257 -1.405 -0.20
C -0.923 3.771 -0.833 -0.64
C -1.922 1.636 -1.410 -0.22
C -0.821 2.288 -0.806 -0.03
C 0.353 1.589 -0.352 -0.21
C 2.291 -3.019 1.459 -0.63
C 0.783 -3.074 1.894 -0.64
C -0.709 -0.361 -1.037 -0.23
C 0.424 0.258 -0.598 -0.20
H 0.530 -2.954 3.047 0.22
H -2.658 2.249 -1.975 0.22
H 2.635 -2.365 0.670 0.21
H -0.877 -1.496 -1.128 0.22
H -0.601 4.281 0.138 0.22
H 1.277 -0.319 -0.349 0.21
H 0.347 -2.002 1.684 0.21
H 1.029 2.052 0.326 0.21
H 2.559 -4.087 1.221 0.21
H -2.837 -0.445 -1.608 0.22
H -1.876 4.269 -1.009 0.22
H 2.975 -2.826 2.318 0.21
H 0.179 -3.916 1.431 0.22
H -0.268 4.216 -1.679 0.22

***

| no. | E_tot (eV) |
| --- | --- |
| 1 | -24301.9679 |
| 2 | -36126.8922 |
| 3 | -18256.1535 |
| 4 | -27869.1293 |
| 5 | -15599.1188 |
| 6 | -64236.8298 |
| 7 | -27311.7177 |
| 8 | -100430.0897 |
| 9 | -113326.8179 |
| 10 | -8293.6612 |
| 11 | -107215.0798 |
| 12 | -9558.1538 |